(1)
# C24H28IN6O6S

A 2-piece molecular cluster, C24H28IN6O6S overall at a distorted geometry (wB97M-V/def2-TZVPD, the OMol25 dataset).

Calculated values
Multiplicity ... 1
LUMO ... -4.6 eV
Frontier orbital gap ... 0.2572 hartree
Molar mass ... 655.50 u
Total charge ... +1

Last column: natural (NBO) charge in e.
Cartesian coordinates (Å):
1 C 0.39897 -2.72331 3.52220  -0.6080
2 C 1.51017 -1.69503 3.21783  -0.4104
3 C 0.99161 -0.50767 2.38958  -0.2182
4 N 0.07560 -1.01616 1.34050  -0.6791
5 C -0.45287 0.00158 0.52671  0.2415
6 C 0.22540 0.46351 -0.61206  -0.0505
7 C 1.53185 -0.22571 -0.92691  0.7812
8 O 2.59130 0.28585 -0.79953  -0.4890
9 O 1.40192 -1.51375 -1.31797  -0.4177
10 N 0.34771 -1.60718 -2.30025  -0.1846
11 C -0.62016 -2.35267 -1.90829  0.3355
12 C -2.01191 -1.93876 -2.30663  -0.6653
13 C -0.47317 -3.58168 -1.06877  -0.7080
14 C -0.28999 1.47271 -1.40837  -0.1908
15 C -1.50560 2.00583 -1.05302  0.0794
16 N -2.18307 1.55816 0.01741  -0.2709
17 C -3.50879 2.16576 0.27534  -0.2322
18 C -4.57987 1.20024 -0.29608  -0.5492
19 S -6.07619 1.14538 0.72602  0.3159
20 C -6.34437 -0.57873 0.72931  0.2638
21 N -6.24154 -1.39277 -0.26385  -0.3127
22 N -6.51278 -2.66464 0.21235  -0.2725
23 C -6.79287 -2.50269 1.46136  0.2977
24 O -6.69767 -1.22752 1.87515  -0.4011
25 C -1.68737 0.59416 0.82041  0.2585
26 C -2.46078 0.11604 2.02414  -0.6007
27 C -2.57362 1.15370 3.14485  0.4576
28 O -3.47241 1.10896 3.90206  -0.4625
29 I -1.13704 2.74583 3.34860  0.0873
30 H -0.59267 -2.27424 3.54297  0.1934
31 H 0.54699 -3.22613 4.47637  0.2307
32 H 0.43280 -3.48958 2.74871  0.2057
33 H 2.02259 -1.35751 4.11514  0.2315
34 H 2.24137 -2.20080 2.58210  0.2032
35 H 1.84785 -0.01590 1.91409  0.1956
36 H 0.48779 0.22793 3.01473  0.1992
37 H 0.51929 -1.74296 0.79197  0.3974
38 H -2.43266 -2.53659 -3.11400  0.2612
39 H -2.01146 -0.88292 -2.56992  0.2245
40 H -2.63777 -2.02891 -1.41504  0.2333
41 H 0.56750 -3.81905 -0.86412  0.2478
42 H -1.02508 -4.42290 -1.48166  0.2634
43 H -0.93404 -3.37851 -0.09157  0.2338
44 H 0.24452 1.81549 -2.28179  0.2708
45 H -1.94894 2.77550 -1.66747  0.2450
46 H -3.58219 3.08702 -0.29310  0.2424
47 H -3.66480 2.36280 1.33070  0.2492
48 H -4.79146 1.39857 -1.34450  0.2485
49 H -4.15008 0.19864 -0.27197  0.2367
50 H -7.05279 -3.30223 2.13309  0.2223
51 H -3.46628 -0.13439 1.68392  0.2643
52 H -1.97492 -0.77564 2.41480  0.3081
53 C 5.30019 0.83852 -1.64515  -0.1844
54 C 6.63645 0.71965 -2.00710  -0.2077
55 C 7.35327 1.83622 -2.40821  -0.2075
56 C 6.71870 3.06318 -2.43739  0.0855
57 C 5.38863 3.20066 -2.08784  -0.2046
58 C 4.67520 2.08052 -1.68996  -0.2235
59 N 7.47986 4.25723 -2.83992  0.5178
60 O 8.63964 4.10328 -3.15981  -0.3649
61 O 6.89943 5.32446 -2.82425  -0.3764
62 H 4.75073 -0.03285 -1.32929  0.2280
63 H 7.12222 -0.24593 -1.97386  0.2230
64 H 8.39190 1.74297 -2.68939  0.2525
65 H 4.90709 4.16691 -2.12064  0.2428
66 H 3.63872 2.17806 -1.41271  0.2162

(2)
# C24H28IrN3OP2S2

C24H28IrN3OP2S2 as an isolated structure at a distorted geometry (wB97M-V/def2-TZVPD, the OMol25 dataset).

Calculated values
Multiplicity ... 1
Energy above the lowest of the compared OMol25 structures with the same formula, charge and spin ... 5.0 kcal/mol
LUMO ... 0.4 eV
Frontier orbital gap ... 0.2676 hartree
Molar mass ... 692.81 u

Last column: natural (NBO) charge in e.
Cartesian coordinates (Å):
1 Ir -0.56510 0.30013 -0.46778  0.3514
2 N -4.48864 1.57030 -1.91313  -0.8086
3 C -3.40234 1.00020 -1.29597  0.2676
4 S -1.92180 1.00827 -2.23235  -0.1321
5 N -3.57039 0.52022 -0.10969  -0.4142
6 N -2.40199 0.02199 0.47119  -0.3216
7 C -2.57217 -0.91352 1.33149  0.1772
8 C -1.53920 -1.50095 2.16055  -0.2344
9 C -1.94025 -2.50535 3.05238  -0.1345
10 C -1.07138 -3.05640 3.96663  -0.2783
11 C 0.23920 -2.57809 4.01276  -0.1776
12 C 0.66732 -1.60147 3.14179  -0.2449
13 C -0.19099 -1.06343 2.16710  0.3819
14 O 0.29934 -0.15332 1.35534  -0.7648
15 H -4.43416 1.65541 -2.91377  0.3930
16 H -5.38424 1.29117 -1.54502  0.3957
17 H -3.59286 -1.25891 1.47863  0.2010
18 H -2.96960 -2.84421 3.01188  0.2076
19 H -1.39990 -3.83426 4.64161  0.2136
20 H 0.93442 -2.98639 4.73654  0.2086
21 H 1.68715 -1.23767 3.16575  0.2054
22 C 2.82333 0.38235 -0.19322  -0.9575
23 P 1.47305 0.52856 -1.41340  1.2181
24 C 2.05919 -0.50944 -2.77185  -0.9731
25 C 1.65210 2.25840 -1.95568  -0.3713
26 C 2.50944 2.68049 -2.96526  -0.1353
27 C 2.59165 4.02653 -3.28800  -0.2108
28 C 1.83276 4.95626 -2.59030  -0.1940
29 C 0.98425 4.54147 -1.57524  -0.1953
30 C 0.87436 3.19042 -1.26082  -0.3252
31 P -0.26716 2.56034 0.03231  1.1399
32 C -1.70084 3.67712 -0.06687  -0.9637
33 C 0.50730 3.10036 1.58699  -0.9485
34 H 3.71693 0.88109 -0.56985  0.2315
35 H 3.04309 -0.67013 -0.01522  0.2490
36 H 2.51114 0.81518 0.75389  0.2563
37 H 3.13411 -0.38662 -2.90883  0.2299
38 H 1.52918 -0.26631 -3.69245  0.2561
39 H 1.83033 -1.54444 -2.52075  0.2829
40 H 3.11550 1.96188 -3.50313  0.2087
41 H 3.24874 4.35099 -4.08425  0.2195
42 H 1.89505 6.00609 -2.84547  0.2198
43 H 0.39530 5.27822 -1.04326  0.2145
44 H -1.42578 4.69530 0.20803  0.2261
45 H -2.46363 3.31701 0.62546  0.2594
46 H -2.11330 3.65238 -1.07273  0.2676
47 H 0.72136 4.16820 1.53663  0.2306
48 H 1.42877 2.55117 1.76984  0.2495
49 H -0.17714 2.90039 2.41189  0.2537
50 S -0.83274 -1.84494 -1.45981  -0.1971
51 C -0.25813 -3.17192 -0.43635  -0.1790
52 C -0.95770 -4.37982 -0.47918  -0.2308
53 C -0.51911 -5.48025 0.24070  -0.2071
54 C 0.61922 -5.39503 1.03134  -0.2443
55 C 1.31358 -4.19560 1.09025  -0.2094
56 C 0.88353 -3.09854 0.35905  -0.1964
57 H -1.85191 -4.44388 -1.08665  0.2157
58 H -1.07752 -6.40707 0.19163  0.2074
59 H 0.95595 -6.25047 1.60248  0.2073
60 H 2.19510 -4.10975 1.71440  0.2047
61 H 1.41821 -2.15972 0.42782  0.1987

(3)
# C24H28N2O10

A 5-piece molecular cluster, C24H28N2O10 overall at a distorted geometry (wB97M-V/def2-TZVPD, the OMol25 dataset).

Calculated values
Multiplicity ... 1
Structure (SMILES) ... O=[N+]([O-])c1ccccc1.O=[N+]([O-])c1ccccc1.O=C1CCCO1.O=C1CCCO1.O=C1CCCO1
Energy above the lowest of the compared OMol25 structures with the same formula, charge and spin ... 20.8 kcal/mol
LUMO ... -0.7 eV
Frontier orbital gap ... 0.3355 hartree
Molar mass ... 504.49 u

Last column: natural (NBO) charge in e.
Cartesian coordinates (Å):
1 O 1.88340 1.15811 1.90184  -0.3874
2 N 1.85172 1.34091 3.10913  0.5029
3 O 2.04993 2.44296 3.58056  -0.3567
4 C 1.42118 0.24000 3.94366  0.0802
5 C 0.85526 -0.87665 3.34086  -0.1906
6 C 0.36205 -1.89488 4.16414  -0.2122
7 C 0.43879 -1.78104 5.53654  -0.1752
8 C 0.93651 -0.61386 6.13726  -0.2091
9 C 1.42069 0.37486 5.32415  -0.2066
10 H 0.81783 -0.90133 2.26321  0.2378
11 H -0.05578 -2.77679 3.69895  0.2197
12 H 0.09172 -2.57528 6.18464  0.2203
13 H 0.98639 -0.55223 7.21397  0.2279
14 H 1.83822 1.30774 5.68956  0.2495
15 O 2.69950 1.22315 -2.77025  -0.3809
16 N 2.07015 2.20932 -2.43218  0.5340
17 O 1.25167 2.22036 -1.54066  -0.3781
18 C 2.32549 3.45732 -3.15766  0.0263
19 C 3.48544 3.62904 -3.89674  -0.1834
20 C 3.65999 4.80957 -4.59880  -0.2109
21 C 2.62800 5.74199 -4.64880  -0.1779
22 C 1.43520 5.53395 -3.93405  -0.1900
23 C 1.29712 4.37803 -3.19145  -0.1901
24 H 4.27916 2.91042 -3.74017  0.2459
25 H 4.58200 4.97988 -5.13616  0.2252
26 H 2.60100 6.54289 -5.37706  0.2193
27 H 0.64797 6.25866 -4.07550  0.2228
28 H 0.34773 4.25603 -2.68714  0.2421
29 O 0.03985 5.43413 1.99838  -0.5622
30 C -0.67171 4.71093 1.37073  0.7925
31 C -1.22434 3.33918 1.81652  -0.5175
32 C -1.87235 2.85177 0.52437  -0.4423
33 C -2.07158 4.07856 -0.33401  -0.0682
34 O -1.08405 5.02031 0.14032  -0.4915
35 H -0.44063 2.69789 2.19669  0.2436
36 H -1.98348 3.62677 2.54753  0.2291
37 H -1.19743 2.10127 0.11157  0.2215
38 H -2.82247 2.34278 0.69764  0.2168
39 H -1.94442 3.87702 -1.39281  0.1968
40 H -3.03057 4.54994 -0.11532  0.1802
41 O -2.73111 -1.74568 -2.16691  -0.5683
42 C -1.68984 -1.79211 -1.58861  0.7903
43 C -1.07663 -0.74112 -0.67640  -0.5327
44 C 0.39972 -1.09087 -0.72513  -0.4352
45 C 0.38315 -2.58523 -1.06101  -0.0662
46 O -0.83902 -2.81684 -1.74896  -0.4835
47 H -1.32834 0.22858 -1.09120  0.2450
48 H -1.47271 -0.94872 0.32062  0.2287
49 H 0.98315 -0.51546 -1.43752  0.2404
50 H 0.93558 -1.11375 0.22604  0.2108
51 H 1.29710 -2.81407 -1.61329  0.2052
52 H 0.44587 -3.25749 -0.19966  0.1613
53 O -0.21120 -5.84521 -2.42930  -0.5640
54 C -1.09977 -6.13453 -1.67058  0.7855
55 C -1.08243 -6.55663 -0.19843  -0.5199
56 C -2.59959 -6.45500 0.13462  -0.4261
57 C -3.24790 -6.81421 -1.19292  -0.0694
58 O -2.31248 -6.34282 -2.16578  -0.4788
59 H -0.80114 -7.60860 -0.16517  0.2351
60 H -0.50774 -5.92007 0.46181  0.2336
61 H -2.99596 -7.13895 0.88435  0.2182
62 H -2.81713 -5.41369 0.37227  0.2095
63 H -3.32268 -7.89597 -1.34317  0.1744
64 H -4.21406 -6.35522 -1.38915  0.2024